1.
Density functional theory data (the ωB97M-V functional and the def2-TZVPD basis) for a structure of composition C40H41N6O4PSc.

The calculation puts the frontier orbital gap at 8.1 eV.

The geometry in ORCA input format:
```
! RIJCOSX wB97M-V def2-TZVPD def2/J DEFGRID3
* xyz 1 1
Sc -0.83545 0.05539 -0.25622
C -3.67809 1.15546 0.74139
N -2.33187 1.17125 1.31328
C -2.32639 0.59319 2.66629
C -1.96421 -0.86701 2.69528
C -2.42098 -1.67234 3.72777
C -1.98934 -2.98581 3.79768
C -1.10283 -3.44394 2.83862
C -0.69189 -2.57603 1.84234
N -1.12733 -1.31136 1.75055
C -1.80533 2.55164 1.34504
C -0.33864 2.53501 1.69108
C 0.25984 3.61397 2.31976
C 1.61670 3.56377 2.58503
C 2.32402 2.42307 2.23743
C 1.64718 1.38563 1.62670
N 0.34109 1.43502 1.34256
C -3.64955 1.52197 -0.72589
C -4.70685 2.16792 -1.33826
C -4.62037 2.45007 -2.69520
C -3.47798 2.08922 -3.38688
C -2.45561 1.46275 -2.69599
N -2.54012 1.18047 -1.39529
H -4.35164 1.83139 1.28280
H -4.08414 0.14670 0.87058
H -3.28640 0.75988 3.16533
H -1.57219 1.11414 3.25898
H -3.10646 -1.26938 4.46155
H -2.33971 -3.63785 4.58690
H -0.73161 -4.45883 2.84867
H 0.00198 -2.89804 1.07668
H -2.36213 3.16278 2.06533
H -1.90435 3.00070 0.35461
H -0.33214 4.47989 2.58346
H 2.11422 4.39747 3.06230
H 3.38314 2.33411 2.43264
H 2.16152 0.47341 1.36476
H -5.57704 2.45200 -0.76174
H -5.43245 2.95643 -3.19958
H -3.36630 2.29639 -4.44116
H -1.53214 1.17865 -3.18429
N -2.51664 -1.57886 -0.77972
C -2.44491 -2.01716 -2.15036
C -3.51738 -1.79196 -2.99698
C -3.45943 -2.20300 -4.32082
C -2.32607 -2.85350 -4.78172
C -1.25363 -3.06574 -3.92685
C -1.28081 -2.64432 -2.59944
C -0.06271 -2.77854 -1.75033
C 0.72146 -3.92771 -1.85395
C 1.96484 -3.98787 -1.23717
C 2.44842 -2.87290 -0.56486
C 1.64373 -1.74441 -0.44744
C 0.34803 -1.68155 -0.97630
H -3.45446 -1.23843 -0.59485
H -2.35098 -2.36159 -0.15344
H -4.40952 -1.30484 -2.61470
H -4.29824 -2.02521 -4.98009
H -2.26810 -3.18463 -5.80970
H -0.35525 -3.53745 -4.30363
H 0.36729 -4.77727 -2.42664
H 2.56436 -4.88550 -1.31541
H 3.44690 -2.88448 -0.14271
H 2.05350 -0.87806 0.06106
C 4.05051 -1.20347 3.29033
P 2.31835 -1.80221 3.43494
C 2.10512 -1.69394 5.25709
C 2.60601 -3.61003 3.27461
H 4.72231 -1.73752 3.96543
H 4.09384 -0.13888 3.52714
H 4.40682 -1.33505 2.26690
H 2.90358 -2.21082 5.79379
H 1.14827 -2.13496 5.54157
H 2.09461 -0.64754 5.56543
H 3.42638 -3.94690 3.91180
H 2.82943 -3.86509 2.23815
H 1.70242 -4.14770 3.56594
O -0.26713 3.35453 -1.20073
C 0.51880 2.49725 -1.58840
O 0.32100 1.22111 -1.47409
C 1.81938 2.88073 -2.23834
C 2.71576 1.90171 -2.65437
C 3.92206 2.26456 -3.23092
C 4.19977 3.61108 -3.37495
C 3.32607 4.60557 -2.97355
C 2.12425 4.22798 -2.39995
N 5.49010 4.00588 -3.98308
O 6.23961 3.11740 -4.33028
O 5.71313 5.19226 -4.10032
H 2.45902 0.85913 -2.52409
H 4.63918 1.53062 -3.56638
H 3.59400 5.64196 -3.11285
H 1.40872 4.96817 -2.06967
*
```

2.
Density functional theory data (the ωB97M-V functional and the def2-TZVPD basis) for a structure of composition C40H42BHfN8O4P.

The calculation puts the frontier orbital gap at 7.5 eV.

The geometry in ORCA input format:
```
! RIJCOSX wB97M-V def2-TZVPD def2/J DEFGRID3
* xyz 2 1
Hf -0.15307 -0.07734 0.14310
C -3.14127 2.74603 -0.22349
C -3.31822 1.33888 0.24017
C -4.45924 0.78535 0.80612
C -4.18080 -0.55584 1.00099
C -5.05671 -1.62385 1.56520
N -2.93071 -0.78155 0.55974
N -2.37768 0.39724 0.09892
B -2.29182 -2.16786 0.16966
N -1.82510 -2.04349 -1.29232
N -1.01300 -0.99946 -1.69078
C -1.13959 -0.91426 -3.02382
C -0.54418 0.15630 -3.87139
C -1.98847 -1.91573 -3.48084
C -2.41190 -2.60357 -2.36348
C -3.35415 -3.75745 -2.25531
N -1.06289 -2.53718 1.06222
N 0.23359 -2.18699 0.71717
C 1.03850 -2.80316 1.61265
C 2.53030 -2.79035 1.53400
C 0.27173 -3.49270 2.53079
C -1.05030 -3.29372 2.16562
C -2.28677 -3.79086 2.83224
H -4.10758 3.16171 -0.50313
H -2.49464 2.80200 -1.10078
H -2.73979 3.38575 0.56266
H -5.38559 1.29198 1.02871
H -6.01370 -1.19279 1.84982
H -4.60877 -2.06819 2.45295
H -5.24198 -2.42003 0.84391
H -3.12449 -3.01500 0.26892
H 0.15040 0.79367 -3.33260
H -1.35195 0.77855 -4.26392
H -0.02967 -0.27442 -4.72833
H -2.27286 -2.10617 -4.50449
H -3.53864 -4.16967 -3.24520
H -4.31086 -3.44465 -1.83404
H -2.95112 -4.54528 -1.61998
H 2.90585 -2.34264 0.62012
H 2.88911 -3.81981 1.55809
H 2.97960 -2.27797 2.38913
H 0.62940 -4.09604 3.35061
H -2.04096 -4.62220 3.48862
H -3.03730 -4.11978 2.11601
H -2.71756 -2.99535 3.44402
O 0.74958 3.99036 -1.55685
C 0.39075 2.97808 -0.81404
O 0.45534 1.81353 -1.19564
C -0.09637 3.27583 0.55388
C -0.26796 4.50851 1.13885
C -0.81928 4.53052 2.42262
C -1.16723 3.34076 3.04482
C -0.91258 2.14967 2.38099
N -0.38524 2.13528 1.16824
C -1.18736 0.76963 2.92329
O -1.88246 0.59441 3.88174
O -0.55934 -0.14290 2.20148
H 1.10418 3.64087 -2.40035
H -0.00279 5.41581 0.61215
H -0.98397 5.47610 2.92311
H -1.61644 3.30726 4.02932
N 1.89428 0.45898 1.35312
C 3.29476 0.37527 0.94281
C 4.26549 0.76506 1.85704
C 5.60303 0.67350 1.51608
C 5.96410 0.19831 0.25790
C 4.98482 -0.17343 -0.64490
C 3.62839 -0.09665 -0.31249
P 2.29722 -0.50672 -1.48981
C 2.59887 -2.15849 -2.16272
C 3.79332 -2.48533 -2.81372
C 3.99858 -3.76456 -3.30051
C 3.00771 -4.73269 -3.16279
C 1.80544 -4.40847 -2.55419
C 1.59898 -3.12596 -2.05847
C 2.75615 0.64069 -2.84533
C 3.16546 1.94376 -2.53923
C 3.45591 2.85318 -3.54679
C 3.34885 2.46889 -4.88231
C 2.96234 1.17403 -5.19381
C 2.66623 0.26645 -4.18085
H 1.75232 1.33961 1.83933
H 1.72544 -0.24440 2.07527
H 3.97307 1.12951 2.83629
H 6.36207 0.97237 2.22744
H 7.00767 0.12873 -0.01982
H 5.28450 -0.50797 -1.62948
H 4.56061 -1.73877 -2.97495
H 4.92932 -4.00474 -3.79803
H 3.17267 -5.73222 -3.54452
H 1.02152 -5.15008 -2.46849
H 0.65568 -2.88256 -1.59676
H 3.29346 2.24762 -1.50507
H 3.80033 3.84933 -3.29375
H 3.58978 3.17050 -5.67122
H 2.89815 0.86089 -6.22859
H 2.37129 -0.74339 -4.44180
*
```

3.
Density functional theory data (the ωB97M-V functional and the def2-TZVPD basis) for a structure of composition C40H42CaN6O5.

The calculation puts the frontier orbital gap at 5.3 eV.

The geometry in ORCA input format:
```
! RIJCOSX wB97M-V def2-TZVPD def2/J DEFGRID3
* xyz 0 1
Ca -4.96685 -11.56308 13.68662
C -0.12810 -10.04184 18.05739
C -1.65140 -10.19984 17.85252
C -2.46435 -9.42405 18.89857
C -2.01458 -11.67357 17.74630
C -2.99583 -12.24038 18.58621
C -3.48150 -13.51888 18.32068
C -2.95287 -14.29620 17.27750
C -3.54909 -15.66104 16.92784
C -1.91291 -13.73186 16.46608
C -1.45162 -12.45611 16.70404
H 0.22171 -9.03659 18.05926
H 0.42177 -10.58467 17.27542
H 0.12869 -10.46720 18.99504
H -1.88789 -9.74474 16.86496
H -2.38780 -9.89663 19.86393
H -3.53145 -9.34484 18.66904
H -2.05342 -8.39916 18.98504
H -3.35515 -11.67781 19.43007
H -4.28895 -13.94684 18.93132
H -4.55376 -15.56154 16.50807
H -3.64668 -16.29689 17.82715
H -2.86580 -16.19137 16.23572
H -1.50033 -14.37031 15.66781
H -0.69471 -12.01399 16.05015
O -7.93840 -8.35861 17.30951
C -8.20006 -9.61833 17.73472
C -9.40146 -9.82157 18.49564
C -9.61922 -11.03080 19.11773
C -8.71469 -12.06328 18.89194
C -7.59578 -11.90456 18.08544
C -7.31267 -10.69803 17.46778
C -6.27226 -10.56312 16.34882
O -5.79432 -11.61652 15.79847
N -5.99832 -9.30786 15.96213
N -5.21130 -9.14978 14.90525
C -4.70686 -7.92820 14.69897
C -3.69766 -7.73817 13.73537
C -3.71461 -6.52737 12.94169
C -2.72252 -6.18426 12.05970
C -1.70440 -7.13559 11.92959
C -1.77824 -8.41159 12.49748
C -2.82995 -8.88740 13.32023
O -2.98839 -10.11717 13.71601
H -7.09496 -8.46996 16.71327
H -10.09403 -8.99085 18.58939
H -10.40787 -11.16103 19.85214
H -8.79172 -12.98334 19.51420
H -6.89609 -12.69814 17.90540
H -5.03464 -7.06458 15.31544
H -4.61022 -5.92790 12.98147
H -2.73714 -5.22968 11.52891
H -0.83282 -6.91761 11.33835
H -1.02852 -9.18531 12.29878
O -11.61870 -15.05533 14.10708
C -11.65123 -13.64572 14.02114
C -10.24156 -13.14076 13.83032
C -10.03585 -11.78192 13.99130
C -8.73664 -11.30219 13.87015
N -7.65859 -12.05004 13.48998
C -7.85940 -13.37709 13.31750
C -9.14727 -13.95229 13.54660
C -6.76882 -14.26740 12.94545
C -7.15353 -15.49204 12.34579
C -6.20017 -16.46084 11.99179
C -6.61857 -17.52398 11.00139
O -7.56302 -18.51990 11.41166
C -4.89766 -16.26974 12.43841
C -4.59654 -15.04971 13.05363
N -5.44688 -14.01313 13.20557
H -12.51473 -15.43642 14.19941
H -12.05512 -13.17746 14.93000
H -12.24867 -13.27436 13.18165
H -10.86034 -11.11883 14.22781
H -8.56678 -10.27558 14.09670
H -9.19229 -15.01987 13.58268
H -8.17915 -15.59516 12.01394
H -5.70002 -18.05670 10.69998
H -7.09557 -17.02670 10.12704
H -7.05999 -19.22852 11.88476
H -4.08965 -16.96555 12.25334
H -3.57233 -14.91053 13.40956
C -4.25403 -10.21295 7.88741
N -4.70738 -10.52094 9.25099
C -6.08863 -10.60478 9.57866
C -6.09944 -10.88557 10.91722
N -4.83264 -10.98735 11.40702
C -4.00223 -10.81625 10.39126
H -5.06352 -10.39113 7.16366
H -3.41420 -10.85926 7.60409
H -3.97926 -9.15491 7.80991
H -6.92513 -10.42128 8.88505
H -6.92091 -10.94086 11.61939
H -2.90432 -10.79466 10.47618
*
```

4.
Density functional theory data (the ωB97M-V functional and the def2-TZVPD basis) for a structure of composition C40H42CaNOP2.

As for the expectation value of S²: 0.752. The calculation puts the frontier orbital gap (spin up / spin down) at 3.0 / 6.6 eV.

The geometry in ORCA input format:
```
! RIJCOSX wB97M-V def2-TZVPD def2/J DEFGRID3
* xyz 0 2
Ca -1.55896 3.24752 -0.28594
C 1.11398 -1.78427 -2.01310
C 0.07461 -1.34926 -2.76236
C -1.22176 -2.02957 -3.02544
C -2.38396 -1.51140 -2.15289
C -2.22530 -1.69365 -0.68110
C -1.29276 -2.46151 -0.07044
C -0.29531 -3.40986 -0.64724
C 1.10468 -2.90572 -1.03743
C -2.51661 2.01316 1.32495
H 2.07491 -1.26792 -2.09296
H 0.19212 -0.41386 -3.32332
H -1.18010 -3.11912 -2.98870
H -1.50355 -1.77346 -4.05434
H -2.56169 -0.44581 -2.37379
H -3.31999 -2.00835 -2.46968
H -3.08245 -1.32907 -0.09643
H -1.34004 -2.52809 1.01409
H -0.68531 -4.00921 -1.46880
H -0.09703 -4.11748 0.16560
H 1.60322 -2.58614 -0.11065
H 1.70303 -3.73548 -1.45584
H -1.82348 1.85388 2.16085
H -2.65406 1.02650 0.83178
H -3.47932 2.30656 1.77559
P -5.60001 5.02870 -4.61849
P -7.78220 4.27638 -2.53270
C -6.80367 3.72362 -5.03911
C -7.80440 3.46147 -4.15910
C -5.78788 5.97177 -6.20429
C -6.28814 5.44552 -7.40534
C -6.45544 6.25866 -8.53182
C -6.09772 7.60824 -8.49064
C -5.64015 8.15182 -7.28054
C -5.50443 7.35389 -6.13938
C -4.04976 4.02815 -4.78126
C -3.70498 3.16301 -3.72425
C -2.57611 2.35992 -3.81993
C -1.74561 2.47173 -4.94261
C -2.06021 3.35395 -5.98311
C -3.20868 4.14835 -5.89358
C -9.61007 4.69782 -2.54327
C -10.08957 5.64215 -3.47853
C -11.46178 5.91641 -3.58913
C -12.38561 5.25954 -2.76413
C -11.92416 4.31431 -1.84044
C -10.54785 4.05095 -1.72484
C -7.82916 2.73127 -1.52997
C -7.59763 2.92002 -0.15254
C -7.68290 1.84098 0.72135
C -7.98369 0.56487 0.22241
C -8.18427 0.36584 -1.14802
C -8.09704 1.44943 -2.02040
H -6.75592 3.23813 -6.02543
H -8.67253 2.81490 -4.37338
H -6.57105 4.39848 -7.47847
H -6.86112 5.80687 -9.43678
H -6.20453 8.21903 -9.39242
H -5.38581 9.21149 -7.25104
H -5.18026 7.81134 -5.19989
H -4.35558 3.11438 -2.84531
H -2.35873 1.61907 -3.03250
H -0.84821 1.85856 -5.00080
H -1.41427 3.42930 -6.86048
H -3.45082 4.84801 -6.69324
H -9.38419 6.12687 -4.15398
H -11.80778 6.65188 -4.32009
H -13.45660 5.46503 -2.87261
H -12.64442 3.78491 -1.21234
H -10.23858 3.28591 -1.01154
H -7.34945 3.91050 0.23381
H -7.52710 1.97699 1.79372
H -8.05632 -0.29121 0.88583
H -8.40075 -0.61909 -1.56734
H -8.24052 1.29785 -3.09019
O 0.40830 2.17646 0.23576
N 1.38578 1.46615 0.89113
C 2.22195 0.68975 0.14809
C 3.13563 -0.12596 0.80414
C 3.14071 -0.17977 2.19251
C 2.32777 0.69117 2.90267
C 1.46848 1.54777 2.24897
H 2.16414 0.74813 -0.92788
H 3.82108 -0.72491 0.21265
H 3.80277 -0.85508 2.73830
H 2.34698 0.70859 3.99248
H 0.84332 2.29094 2.73003
*
```

5.
Density functional theory data (the ωB97M-V functional and the def2-TZVPD basis) for a structure of composition C40H42F5N4PtS2.

The calculation puts the frontier orbital gap (spin up / spin down) at 6.9 / 6.9 eV.

The geometry in ORCA input format:
```
! RIJCOSX wB97M-V def2-TZVPD def2/J DEFGRID3
* xyz 1 1
Pt 0.51161 0.40097 -1.76933
S 1.38684 1.03819 0.26637
C 1.15579 -0.15897 1.43317
N 1.77882 -0.08241 2.59104
C 1.39071 -0.95215 3.70350
C -0.09797 -1.16399 3.63719
N -0.42237 -1.73812 2.33468
C -1.39392 -2.83982 2.34356
C -0.82762 -4.06103 3.02477
C 0.29004 -4.70164 2.49235
C 0.82679 -5.80804 3.13037
C 0.25225 -6.28567 4.30234
C -0.86000 -5.65375 4.83470
C -1.39532 -4.54106 4.19786
C 0.22128 -1.34995 1.23587
S 0.11350 -2.07968 -0.24226
C 2.83506 0.89884 2.89623
C 2.33319 1.97018 3.83271
C 2.84630 2.06478 5.12075
C 2.37560 3.03299 5.99829
C 1.38207 3.90941 5.59143
C 0.86216 3.81692 4.30649
C 1.33470 2.85476 3.42877
H 1.66132 -0.44482 4.62790
H 1.92996 -1.90119 3.64178
H -0.63397 -0.22187 3.78776
H -0.40714 -1.87350 4.40270
H -1.66581 -3.04441 1.31098
H -2.27833 -2.48549 2.87765
H 0.73052 -4.33683 1.57165
H 1.69037 -6.30524 2.70883
H 0.67096 -7.15239 4.79597
H -1.31284 -6.02404 5.74466
H -2.26860 -4.05021 4.61327
H 3.19271 1.30714 1.95436
H 3.65032 0.34128 3.36111
H 3.62974 1.38564 5.43834
H 2.78735 3.10181 6.99619
H 1.01478 4.66597 6.27182
H 0.08977 4.50365 3.98383
H 0.92512 2.79349 2.42758
C -0.80502 -2.48812 -4.04769
C -0.02578 -1.64014 -5.01176
C 0.54316 -2.19608 -6.15168
C 1.25280 -1.41320 -7.04609
C 1.39583 -0.05228 -6.82192
C 0.84020 0.54453 -5.69889
C 0.96570 2.02093 -5.44882
C 0.14729 -0.27698 -4.81293
N -0.41477 0.33408 -3.63225
C -1.58692 0.85716 -3.70233
C -2.45283 0.83972 -4.91844
C -2.08445 1.51478 -2.46041
C -3.37274 2.26754 -2.47482
N -1.31929 1.39032 -1.44351
C -1.64530 1.98140 -0.17474
C -2.36876 1.22430 0.74418
C -2.93966 -0.11448 0.36598
C -2.56350 1.76405 2.01087
C -2.06024 3.01409 2.33774
C -1.35869 3.74832 1.39521
C -1.13187 3.24223 0.11924
C -0.36151 4.02201 -0.90898
H -0.43939 -3.51375 -4.05777
H -1.86275 -2.51498 -4.32488
H -0.73816 -2.11683 -3.02493
H 0.43538 -3.25916 -6.32712
H 1.70360 -1.86594 -7.91899
H 1.95270 0.55871 -7.52102
H 1.64767 2.47240 -6.16642
H 1.33802 2.22701 -4.44413
H -0.00178 2.52046 -5.55593
H -1.93861 0.39599 -5.76533
H -2.76482 1.85256 -5.17649
H -3.35984 0.26520 -4.71607
H -3.31693 3.08771 -3.19321
H -3.60316 2.67249 -1.49327
H -4.18881 1.61759 -2.79508
H -2.19067 -0.75050 -0.10975
H -3.76877 -0.00688 -0.33886
H -3.32640 -0.62821 1.24505
H -3.12657 1.19821 2.74324
H -2.22454 3.41974 3.32741
H -0.97211 4.72854 1.64709
H 0.07067 4.91755 -0.46685
H -1.00507 4.33731 -1.73470
H 0.44427 3.42526 -1.34319
F 2.73809 0.23132 -3.48822
C 2.25793 -0.45837 -2.39776
F 2.02823 -1.73783 -2.83626
C 3.51504 -0.59015 -1.50525
F 3.95842 0.61294 -1.11972
F 4.49872 -1.19476 -2.16873
F 3.28028 -1.31756 -0.39809
*
```

How do the records compare in energy above the lowest of the compared OMol25 structures with the same formula, charge and spin? In the order shown, they have 0.454 0.606 0.000 0.000 0.000 eV.